Record 1
Below is a molecular structure, C26H30FN5SSn, with properties calculated with the ωB97M-V functional and the def2-TZVPD basis.

Computed properties:
multiplicity = 1
energy above the lowest of the compared OMol25 structures with the same formula, charge and spin = 0.000 eV
Kohn-Sham gap (spin up / spin down) = 4.912 / 5.193 eV
total charge = +2

Each line ends with the natural charge from an NBO analysis.
CARTESIAN COORDINATES (ANGSTROEM)
Sn: 0.69 -0.89 0.09  1.2225
C: -0.25 -2.17 4.40  -0.6925
C: -0.27 -1.82 2.95  0.3087
N: 0.59 -1.06 2.38  -0.3829
N: 1.53 -0.47 3.18  -0.4125
C: 2.24 0.45 2.60  0.3297
N: 3.11 1.13 3.35  -0.7530
S: 2.22 0.89 0.89  -0.3613
C: -1.41 -2.28 2.11  0.1466
C: -2.44 -3.06 2.61  -0.1982
C: -3.54 -3.31 1.80  -0.1127
C: -3.57 -2.79 0.52  -0.2275
C: -2.48 -2.06 0.08  0.0751
N: -1.43 -1.81 0.86  -0.5303
H: 0.68 -1.84 4.85  0.2759
H: -0.35 -3.25 4.53  0.2485
H: -1.08 -1.69 4.92  0.2587
H: 3.20 0.91 4.33  0.4250
H: 3.72 1.82 2.94  0.4204
H: -2.38 -3.47 3.60  0.2485
H: -4.36 -3.90 2.18  0.2504
H: -4.43 -2.94 -0.13  0.2482
H: -2.44 -1.67 -0.93  0.2061
C: -2.75 -1.69 -5.03  -0.5965
C: -1.82 -2.08 -3.88  -0.2513
C: -2.05 -3.53 -3.43  -0.6042
C: -0.38 -1.87 -4.27  0.0781
C: 0.18 -2.57 -5.31  -0.2295
C: 1.49 -2.30 -5.73  -0.0352
C: 2.28 -1.34 -5.11  -0.2363
C: 1.79 -0.58 -4.08  0.0585
C: 2.72 0.30 -3.27  -0.2572
C: 3.69 -0.60 -2.48  -0.5970
C: 3.50 1.29 -4.14  -0.5995
C: 0.41 -0.82 -3.68  0.2108
N: -0.18 -0.08 -2.72  -0.3103
C: -0.22 1.25 -2.72  0.1121
C: 0.10 2.07 -3.85  -0.1512
C: -0.19 3.40 -3.83  -0.2185
C: -0.77 3.99 -2.69  -0.0460
C: -1.07 3.24 -1.55  -0.2764
C: -0.80 1.90 -1.59  0.4441
F: -1.09 1.13 -0.53  -0.3007
H: -3.79 -1.80 -4.72  0.2308
H: -2.59 -2.34 -5.90  0.2177
H: -2.59 -0.66 -5.34  0.2138
H: -2.04 -1.42 -3.04  0.2079
H: -1.92 -4.22 -4.26  0.2222
H: -3.08 -3.65 -3.07  0.2254
H: -1.37 -3.82 -2.63  0.2130
H: -0.40 -3.33 -5.82  0.2448
H: 1.90 -2.88 -6.55  0.2452
H: 3.30 -1.20 -5.44  0.2448
H: 2.14 0.87 -2.54  0.1984
H: 4.36 -1.13 -3.17  0.2231
H: 3.17 -1.36 -1.90  0.2049
H: 4.30 0.00 -1.81  0.2359
H: 4.17 0.78 -4.83  0.2197
H: 4.11 1.93 -3.50  0.2359
H: 2.83 1.92 -4.72  0.2089
H: 0.51 1.60 -4.73  0.2432
H: 0.00 4.01 -4.70  0.2570
H: -1.00 5.05 -2.69  0.2525
H: -1.51 3.68 -0.67  0.2677


Record 2
Below is a molecular structure, C5H10Si in a non-equilibrium geometry, with properties calculated with the ωB97M-V functional and the def2-TZVPD basis.

Computed properties:
multiplicity = 1
energy above the lowest of the compared OMol25 structures with the same formula, charge and spin = 2.982 eV
Kohn-Sham gap = 9.427 eV

Each line ends with the natural charge from an NBO analysis.
CARTESIAN COORDINATES (ANGSTROEM)
C: -1.39 -1.15 -0.01  -0.8912
C: -0.20 1.29 0.27  -0.6460
C: 0.83 0.36 -0.07  0.0589
C: 0.21 -0.91 -0.56  -0.4573
C: 2.32 0.57 0.00  -0.6595
Si: -1.99 0.63 0.34  1.0990
H: -2.16 -1.99 -0.73  0.2500
H: 0.99 -1.56 -0.45  0.2007
H: -0.15 -1.07 -1.60  0.2268
H: -1.39 -1.81 1.09  0.2509
H: 2.75 -0.52 0.11  0.2105
H: 2.73 1.20 0.76  0.2390
H: 2.79 0.63 -0.95  0.2364
H: -2.30 0.84 1.89  -0.1762
H: -3.18 1.15 -0.33  -0.1582
H: 0.13 2.36 0.25  0.2163


Record 3
Below is 2 unconnected molecules or ions with the total composition C8H11N2S in a non-equilibrium geometry, with properties calculated with the ωB97M-V functional and the def2-TZVPD basis.

Computed properties:
multiplicity = 1
energy above the lowest of the compared OMol25 structures with the same formula, charge and spin = 2.703 eV
Kohn-Sham gap = 6.863 eV
total charge = +1

Each line ends with the natural charge from an NBO analysis.
CARTESIAN COORDINATES (ANGSTROEM)
C: 2.70 -0.55 0.78  -0.2427
C: 1.76 -1.63 0.92  -0.1096
C: 2.54 0.40 -0.19  -0.1402
C: 0.56 -1.57 0.30  -0.3255
C: 1.23 0.65 -0.81  -0.1404
C: 0.20 -0.36 -0.45  0.2576
C: 1.02 1.59 -1.71  -0.2472
C: -2.15 1.40 1.12  0.0928
N: -0.96 -0.27 -0.95  -0.6661
N: -2.98 0.43 1.00  -0.5917
S: -2.23 -1.34 -0.71  0.1874
H: 3.70 -0.78 1.21  0.2326
H: 2.22 -2.38 1.51  0.2334
H: 3.33 1.07 -0.49  0.2254
H: -0.15 -2.52 0.28  0.2501
H: 1.85 2.24 -1.80  0.2267
H: 0.03 1.50 -2.14  0.2384
H: -1.52 1.51 1.99  0.2435
H: -2.33 2.05 0.30  0.2244
H: -3.47 0.22 0.12  0.4626
H: -2.81 -0.23 1.72  0.4276
H: -2.55 -1.45 -2.01  0.1610


Record 4
Below is a gas-phase ion, C3H12N4O2 (charge +2) in a non-equilibrium geometry, with properties calculated with the ωB97M-V functional and the def2-TZVPD basis.

Computed properties:
multiplicity = 1
SMILES string = CCON([NH3+])C(=O)N[NH3+]
Kohn-Sham gap = 10.616 eV
total charge = +2

Each line ends with the natural charge from an NBO analysis.
CARTESIAN COORDINATES (ANGSTROEM)
C: -2.95 0.00 0.68  -0.6623
C: -2.01 0.84 -0.25  -0.0753
O: -0.59 0.55 0.12  -0.4013
N: -0.04 -0.42 -0.67  -0.0147
N: -0.53 -1.80 -0.33  -0.5931
C: 1.58 -0.42 -0.27  0.7538
O: 2.21 -1.47 -0.19  -0.5176
N: 2.05 0.88 -0.32  -0.4618
N: 3.32 1.14 0.33  -0.5019
H: -3.68 -0.64 -0.02  0.2433
H: -2.34 -0.65 1.33  0.2140
H: -3.55 0.73 1.16  0.2701
H: -1.98 1.87 -0.20  0.2259
H: -1.91 0.60 -1.37  0.2020
H: 0.27 -2.34 -0.81  0.4841
H: -1.54 -1.96 -0.76  0.4951
H: -0.46 -1.99 0.65  0.4374
H: 1.41 1.63 -0.54  0.4695
H: 3.29 1.89 1.07  0.4832
H: 3.42 0.29 0.83  0.4627
H: 4.03 1.26 -0.44  0.4869


Record 5
Below is C20H12ClFO2S in the gas phase in a non-equilibrium geometry, with properties calculated with the ωB97M-V functional and the def2-TZVPD basis.

Computed properties:
multiplicity = 1
energy above the lowest of the compared OMol25 structures with the same formula, charge and spin = 1.612 eV
SMILES string = Oc1ccc2c(-c3ccc(F)cc3)c(Oc3ccc(Cl)cc3)sc2c1
Kohn-Sham gap = 8.187 eV

Each line ends with the natural charge from an NBO analysis.
CARTESIAN COORDINATES (ANGSTROEM)
O: 1.24 3.21 4.65  -0.6763
C: 0.95 2.28 3.76  0.3083
C: 1.13 0.93 4.10  -0.2885
C: 0.92 -0.08 3.03  -0.1936
C: 0.44 0.22 1.73  -0.0437
C: 0.04 -0.48 0.58  -0.1777
C: 0.38 -1.93 0.47  -0.0255
C: 1.14 -2.53 -0.61  -0.1827
C: 1.32 -3.90 -0.70  -0.2885
C: 0.74 -4.77 0.27  0.3967
F: 0.78 -6.12 0.13  -0.3264
C: -0.16 -4.21 1.20  -0.2674
C: -0.05 -2.84 1.42  -0.1859
C: -0.54 0.32 -0.35  0.1564
O: -0.92 -0.25 -1.56  -0.4862
C: -1.09 0.69 -2.54  0.2968
C: 0.02 1.10 -3.31  -0.2683
C: -0.12 2.08 -4.30  -0.1934
C: -1.42 2.76 -4.44  -0.0479
Cl: -1.48 4.24 -5.36  0.0237
C: -2.47 2.28 -3.60  -0.2325
C: -2.41 1.28 -2.74  -0.2482
S: -0.63 2.02 0.06  0.3960
C: 0.12 1.56 1.56  -0.1559
C: 0.30 2.59 2.53  -0.2867
H: 1.95 2.99 5.36  0.4989
H: 1.53 0.66 5.10  0.2135
H: 1.28 -1.06 3.41  0.2234
H: 1.51 -1.78 -1.32  0.2205
H: 2.00 -4.51 -1.42  0.2385
H: -0.68 -4.79 1.88  0.2231
H: -0.68 -2.40 2.18  0.2109
H: 0.88 0.49 -2.98  0.2413
H: 0.66 2.33 -4.98  0.2293
H: -3.45 2.74 -3.47  0.2253
H: -3.35 1.23 -2.15  0.2430
H: 0.10 3.65 2.37  0.2299


Record 6
Below is 2 unconnected molecules or ions with the total composition C4H10NO2S, with properties calculated with the ωB97M-V functional and the def2-TZVPD basis.

Computed properties:
multiplicity = 1
energy above the lowest of the compared OMol25 structures with the same formula, charge and spin = 0.980 eV
Kohn-Sham gap = 6.122 eV
total charge = -1

Each line ends with the natural charge from an NBO analysis.
CARTESIAN COORDINATES (ANGSTROEM)
C: 2.32 0.31 1.63  -0.2198
C: 1.05 0.44 0.77  -0.5314
S: 0.90 -0.91 -0.44  -0.7279
N: 3.55 0.05 0.88  -0.8737
H: 2.14 -0.51 2.34  0.1620
H: 2.48 1.21 2.23  0.1541
H: 1.07 1.43 0.28  0.1687
H: 0.18 0.45 1.44  0.1747
H: 3.93 0.93 0.55  0.3292
H: 3.28 -0.52 0.08  0.3874
O: -2.03 1.37 -0.05  -0.6198
C: -2.26 0.31 -0.58  0.8224
O: -2.76 -0.73 0.12  -0.6950
C: -2.02 -0.04 -2.01  -0.7429
H: -2.73 -0.48 1.06  0.4858
H: -2.93 -0.48 -2.43  0.2061
H: -1.15 -0.68 -2.08  0.3014
H: -1.82 0.89 -2.55  0.2187